{
  "formula": "C43H77Br24INO2",
  "method": "ωB97M-V/def2-TZVPD",
  "total_charge": 1,
  "largest_force_ha_per_bohr": 0.1793,
  "molar_mass_g_mol": 2684.7,
  "de_lowest_ev": 15.1480,
  "orbital_gap_ev": 4.320,
  "homo_energy_ha": -0.314,
  "lumo_ev": -4.218,
  "elements": ["C", "C", "C", "I", "C", "C", "N", "C", "C", "C", "C", "C", "C", "C", "C", "C", "C", "C", "C", "C", "C", "O", "O", "H", "H", "H", "H", "H", "H", "H", "H", "H", "H", "H", "H", "H", "H", "H", "H", "H", "H", "H", "H", "H", "H", "H", "H", "H", "H", "H", "H", "H", "Br", "C", "C", "Br", "H", "H", "H", "H", "Br", "C", "C", "Br", "H", "H", "H", "H", "Br", "C", "C", "Br", "H", "H", "H", "H", "Br", "C", "C", "Br", "H", "H", "H", "H", "Br", "C", "C", "Br", "H", "H", "H", "H", "Br", "C", "C", "Br", "H", "H", "H", "H", "Br", "C", "C", "Br", "H", "H", "H", "H", "Br", "C", "C", "Br", "H", "H", "H", "H", "Br", "C", "C", "Br", "H", "H", "H", "H", "Br", "C", "C", "Br", "H", "H", "H", "H", "Br", "C", "C", "Br", "H", "H", "H", "H", "Br", "C", "C", "Br", "H", "H", "H", "H"],
  "coordinates": [[0.997, -4.966, -1.689], [0.190, -3.548, -1.849], [-1.456, -3.713, -1.957], [-1.981, -5.517, -0.836], [-2.293, -2.364, -1.544], [-3.586, -2.371, -0.485], [-4.374, -1.093, -0.130], [-4.050, 0.264, -0.714], [-2.801, 0.512, -1.765], [-2.439, 2.017, -2.351], [-1.075, 2.666, -1.632], [-0.867, 2.172, -0.079], [-2.110, 2.522, 0.930], [0.464, 2.971, 0.501], [1.815, 2.008, 0.518], [2.053, 1.262, 1.988], [1.991, -0.223, 2.193], [0.985, -0.799, 3.387], [2.873, -1.290, 1.307], [-1.943, -0.860, -2.184], [-0.722, -0.602, -3.282], [0.451, -0.204, -2.771], [-0.979, -0.829, -4.737], [1.079, -5.352, -0.564], [2.121, -4.747, -2.027], [0.626, -5.822, -2.429], [0.497, -2.755, -1.013], [0.539, -3.073, -2.887], [-1.667, -3.956, -3.106], [-3.978, -3.354, 0.036], [-5.174, -1.149, 0.558], [-4.710, 1.177, -0.386], [-2.257, 2.031, -3.522], [-3.304, 2.798, -2.095], [-0.100, 2.357, -2.232], [-1.164, 3.854, -1.589], [-0.601, 1.009, -0.044], [-2.468, 1.487, 1.392], [-3.033, 2.987, 0.347], [-1.855, 3.263, 1.800], [0.315, 3.361, 1.617], [0.716, 3.949, -0.128], [1.845, 1.233, -0.369], [2.730, 2.724, 0.370], [2.311, 1.900, 2.960], [-0.098, -0.361, 3.276], [0.923, -1.979, 3.373], [1.392, -0.479, 4.460], [3.942, -0.811, 1.150], [2.931, -2.314, 1.906], [2.324, -1.502, 0.294], [-1.588, -0.045, -4.977], [-4.605, 5.064, -2.270], [-4.105, 6.926, -1.972], [-2.666, 7.041, -1.526], [-2.467, 6.545, 0.350], [-4.818, 7.337, -1.253], [-4.248, 7.416, -2.940], [-2.327, 8.080, -1.583], [-1.982, 6.409, -2.098], [-7.105, -3.018, 1.398], [-8.778, -2.059, 1.695], [-8.654, -0.606, 1.296], [-7.672, 0.412, 2.639], [-9.045, -2.200, 2.745], [-9.513, -2.570, 1.065], [-9.640, -0.136, 1.247], [-8.138, -0.460, 0.344], [6.229, 2.526, 2.128], [7.430, 1.018, 2.426], [6.774, -0.288, 2.043], [5.497, -0.861, 3.401], [7.741, 1.059, 3.473], [8.297, 1.216, 1.787], [7.516, -1.091, 1.993], [6.232, -0.240, 1.095], [0.298, -4.007, 2.283], [-0.304, -4.925, 3.896], [0.837, -5.649, 4.572], [1.281, -7.299, 3.632], [-1.124, -5.585, 3.601], [-0.695, -4.134, 4.543], [0.551, -5.964, 5.580], [1.755, -5.057, 4.628], [3.641, 8.745, 1.072], [3.247, 7.472, -0.353], [2.409, 6.322, 0.157], [3.490, 5.058, 1.176], [4.205, 7.158, -0.775], [2.695, 8.047, -1.103], [2.004, 5.742, -0.677], [1.589, 6.638, 0.808], [9.974, -1.983, 1.584], [9.373, -2.901, 3.197], [10.514, -3.625, 3.873], [10.958, -5.275, 2.933], [8.553, -3.561, 2.902], [8.981, -2.110, 3.844], [10.227, -3.939, 4.880], [11.431, -3.033, 3.929], [6.480, 2.297, -1.476], [7.011, 4.135, -1.856], [5.822, 5.067, -1.820], [4.745, 4.899, -3.438], [7.528, 4.126, -2.818], [7.726, 4.393, -1.067], [6.151, 6.110, -1.805], [5.155, 4.888, -0.972], [5.008, -3.882, -2.449], [6.210, -5.389, -2.151], [5.554, -6.696, -2.534], [4.277, -7.268, -1.175], [6.520, -5.349, -1.104], [7.076, -5.192, -2.790], [6.295, -7.498, -2.583], [5.012, -6.648, -3.482], [-0.170, 5.807, 3.420], [-0.772, 4.889, 5.032], [0.370, 4.165, 5.708], [0.813, 2.515, 4.768], [-1.591, 4.229, 4.737], [-1.163, 5.681, 5.680], [0.083, 3.851, 6.716], [1.287, 4.758, 5.764], [-3.540, -9.227, 0.432], [-5.423, -8.799, 0.154], [-5.717, -7.362, 0.517], [-5.808, -7.128, 2.451], [-6.004, -9.522, 0.732], [-5.598, -8.970, -0.913], [-6.703, -7.066, 0.148], [-4.968, -6.658, 0.145], [-10.113, 0.637, -1.533], [-10.506, -0.636, -2.958], [-11.344, -1.786, -2.448], [-10.263, -3.050, -1.430], [-9.548, -0.950, -3.380], [-11.058, -0.060, -3.708], [-11.750, -2.366, -3.282], [-12.165, -1.470, -1.798], [0.478, 5.949, -5.371], [0.208, 4.058, -5.770], [-1.126, 3.826, -6.441], [-2.588, 3.905, -5.152], [0.322, 3.514, -4.829], [1.029, 3.790, -6.442], [-1.174, 2.819, -6.864], [-1.351, 4.556, -7.224]],
  "forces_ev_per_a": [[1.4, 0.2, -0.2], [0.4, 0.6, -0.6], [0.7, 1.1, -1.2], [-0.6, 0.8, -0.3], [-2.6, 3.4, 1.2], [1.3, 2.6, -1.6], [3.8, 0.6, -3.3], [2.5, -2.0, -1.3], [-1.1, -3.7, 1.4], [0.3, 0.2, 0.7], [0.2, -0.4, 0.7], [1.0, 0.9, 0.6], [-0.9, -0.8, -0.4], [0.8, -0.3, 0.6], [1.9, 0.2, 0.6], [-0.3, -3.1, -0.1], [-0.3, 2.6, -0.1], [1.3, 0.1, 0.7], [-1.3, 0.4, 0.1], [-2.6, 0.2, 1.6], [4.9, 1.6, 2.5], [-7.9, -2.8, -3.9], [-0.5, 2.4, 3.8], [-0.5, 0.8, -2.6], [-2.4, -0.4, 0.8], [0.6, 1.9, 1.8], [-0.8, -1.9, -1.7], [-0.8, -1.0, 2.3], [0.1, 0.6, 2.6], [1.0, 2.3, -1.2], [1.1, -0.2, -1.0], [1.4, -2.2, -0.6], [-0.6, -0.4, 2.6], [1.7, -2.2, -0.7], [-2.1, 0.7, 1.2], [0.0, -2.6, -0.4], [-0.7, 2.5, -0.1], [0.6, 2.3, -0.7], [1.8, -0.9, 1.1], [-0.3, -1.5, -1.8], [0.1, -1.0, -2.4], [-0.7, -2.1, 1.1], [-0.3, 1.4, 1.8], [-1.8, -1.4, 0.0], [-1.6, -1.2, -2.5], [2.2, -0.8, 0.1], [0.3, 2.8, 0.0], [-0.9, -0.6, -2.1], [-2.5, -1.2, 0.1], [0.0, 2.3, -1.3], [1.2, 0.3, 1.6], [1.1, -1.8, 0.4], [-0.2, 0.1, 0.1], [0.0, 0.1, -0.3], [0.1, 0.2, 0.2], [0.1, -0.1, -0.1], [0.2, -0.1, -0.1], [0.1, -0.1, 0.2], [-0.1, -0.2, 0.0], [-0.2, 0.1, 0.0], [0.1, 0.0, 0.1], [-0.3, 0.0, -0.1], [-0.1, 0.1, 0.2], [0.2, 0.0, -0.1], [0.2, 0.1, -0.2], [0.2, 0.2, 0.2], [0.2, -0.2, 0.0], [-0.2, -0.1, 0.3], [0.0, 0.0, 0.3], [0.1, 0.2, -0.3], [0.1, -0.2, 0.2], [0.2, 0.0, 0.2], [-0.1, -0.1, -0.2], [-0.2, -0.1, 0.1], [-0.2, 0.3, 0.0], [0.1, 0.1, 0.2], [-0.2, -0.6, -0.3], [-0.1, 0.3, 0.1], [0.0, -0.3, 0.1], [0.0, 0.2, 0.0], [0.3, 0.1, 0.1], [0.1, -0.2, -0.1], [0.0, 0.1, -0.2], [-0.3, -0.1, -0.1], [0.1, -0.1, -0.1], [-0.1, 0.3, 0.0], [0.0, -0.2, -0.2], [-0.1, 0.3, 0.2], [-0.3, 0.0, 0.1], [0.1, -0.2, 0.1], [0.1, 0.1, 0.1], [0.2, 0.0, -0.1], [0.1, -0.1, 0.0], [0.0, 0.3, 0.1], [0.0, -0.3, 0.1], [0.0, 0.1, 0.0], [0.3, 0.1, 0.1], [0.1, -0.2, -0.1], [0.0, 0.1, -0.2], [-0.3, -0.1, -0.1], [0.0, 0.0, -0.3], [0.2, -0.1, 0.3], [0.1, 0.2, -0.1], [-0.1, 0.0, 0.1], [-0.2, 0.1, 0.2], [-0.2, 0.0, -0.1], [0.0, -0.2, 0.0], [0.3, -0.1, -0.2], [0.0, 0.0, 0.1], [0.1, 0.1, -0.2], [0.1, -0.2, 0.1], [0.0, 0.1, -0.1], [-0.1, -0.1, -0.2], [-0.2, -0.1, 0.1], [-0.1, 0.2, 0.0], [0.2, 0.1, 0.3], [-0.1, -0.1, 0.0], [0.0, 0.3, 0.1], [0.0, -0.3, 0.3], [-0.2, 0.4, 0.3], [0.3, 0.1, 0.1], [0.1, -0.2, -0.1], [0.0, 0.1, -0.2], [-0.3, -0.1, -0.1], [-0.1, 0.0, 0.0], [0.2, -0.1, -0.3], [-0.3, 0.1, 0.1], [0.1, 0.1, -0.1], [0.1, 0.3, -0.1], [0.0, 0.1, 0.2], [0.2, -0.1, 0.0], [-0.1, -0.3, 0.0], [0.0, 0.0, -0.2], [-0.2, 0.2, -0.1], [-0.1, -0.2, -0.1], [-0.1, 0.0, -0.1], [-0.3, 0.0, 0.1], [0.1, -0.2, 0.2], [0.1, 0.1, 0.1], [0.3, 0.0, -0.2], [-0.1, -0.2, 0.1], [0.3, 0.2, -0.1], [0.0, -0.3, -0.1], [0.0, 0.3, -0.3], [-0.1, 0.1, -0.2], [-0.2, 0.0, 0.1], [0.1, 0.2, 0.0], [0.1, -0.1, 0.2]],
  "mulliken_charge": [-0.703, 0.179, -0.234, 0.236, 0.390, -0.751, 0.407, -0.764, 0.534, 0.788, -0.117, 0.970, -0.630, 0.427, 0.045, -0.485, 0.638, -0.269, -0.424, 0.562, -0.182, -0.404, -0.493, 0.271, -0.086, 0.298, -0.075, 0.213, 0.436, -0.038, 0.139, 0.336, -0.284, -0.607, 0.101, -0.049, 0.108, 0.074, 0.090, 0.074, -0.332, -0.390, 0.176, -0.179, 0.363, 0.176, -0.485, 0.218, -0.189, 0.261, 0.001, 0.380, -0.131, -0.561, -0.548, -0.098, 0.398, 0.369, 0.387, 0.232, -0.116, -0.357, -0.614, -0.140, 0.429, 0.112, 0.386, 0.288, -0.122, -0.528, -0.014, -0.120, 0.423, 0.349, -0.358, 0.327, 0.044, -0.781, -0.586, -0.145, 0.429, 0.382, 0.386, 0.351, -0.141, -0.317, -0.519, -0.076, 0.024, 0.435, 0.156, 0.380, -0.136, -0.561, -0.620, -0.137, 0.410, 0.314, 0.370, 0.387, -0.136, -0.642, -0.220, -0.121, 0.420, 0.362, 0.398, -0.051, -0.140, -0.566, -0.601, -0.135, 0.385, 0.331, 0.358, 0.354, -0.121, -0.620, -0.635, 0.051, 0.347, 0.393, 0.340, 0.359, -0.151, -0.556, -0.264, -0.122, 0.403, 0.350, 0.332, -0.020, -0.132, -0.539, -0.580, -0.101, 0.371, 0.338, 0.334, 0.381, -0.130, -0.357, -0.544, -0.053, 0.054, 0.372, 0.339, 0.398]
}